# C51H106N5O18

C51H106N5O18 as an isolated structure (ωB97M-V with the def2-TZVPD basis set, OMol25).

The geometry in XYZ format:
```
180
Properties=species:S:1:pos:R:3:forces:R:3
C 5.046158 3.457070 2.377353 0.79 -0.56 -0.99
C 3.992344 3.304226 3.475825 0.36 0.83 -0.38
C 2.691565 2.769120 2.896849 -0.09 -0.58 0.59
N 1.607466 2.380008 3.922409 -0.47 -2.81 0.63
C 0.359724 1.844782 3.160006 -0.38 0.84 0.73
C -0.923840 1.760215 4.034229 1.12 -0.62 -0.44
C -1.171696 3.041555 4.703912 -0.37 2.83 -0.82
C -0.061870 3.503265 5.616294 1.38 -1.92 0.51
C 1.307978 3.531551 4.882714 -0.50 0.67 -1.87
C 2.008941 1.151687 4.725946 1.20 0.23 0.71
H 4.776288 3.860439 1.398241 -0.80 0.43 0.34
H 5.459688 2.493659 2.066742 -0.02 -0.22 0.42
H 5.898006 4.059749 2.692569 -0.11 -0.01 0.30
H 3.829615 4.309887 3.869362 -0.15 -0.05 0.23
H 4.480450 2.720521 4.256434 -0.46 -0.26 0.10
H 2.863467 1.854552 2.327264 -0.04 -0.03 -0.08
H 2.278363 3.546361 2.253481 -0.26 -0.15 -0.05
H 0.276845 2.572127 2.352904 -0.67 -0.31 -0.22
H 0.529888 0.827917 2.813980 0.77 0.28 -0.35
H -1.701069 1.479919 3.321259 -0.21 0.17 0.11
H -0.859446 1.008969 4.828536 0.25 -0.52 -0.39
H -1.142264 3.801839 3.913598 -0.68 0.05 -0.17
H -2.157825 3.142201 5.157199 0.08 -0.15 0.13
H -0.267817 4.444756 6.120899 0.16 0.14 -0.28
H 0.059506 2.748189 6.401910 -0.08 0.13 0.35
H 1.318685 4.317858 4.122413 -0.26 0.62 0.50
H 2.196013 3.680779 5.492794 -0.19 -0.23 0.24
H 3.011140 1.329481 5.116343 -0.22 0.22 0.46
H 2.133239 0.186769 4.232967 -0.37 0.49 -1.06
H 1.278669 0.987649 5.514858 0.14 0.35 0.11
C 1.258291 1.860073 -7.068517 0.37 0.73 0.59
C 0.677858 3.320608 -7.128669 0.01 -1.84 1.24
C 0.447946 3.826471 -5.665554 -0.56 -0.28 -0.38
N -0.934396 4.482547 -5.409181 0.43 0.33 -0.86
C -2.148048 3.557386 -5.345023 0.56 -0.02 0.05
C -2.154744 2.710708 -4.072968 -0.77 -0.28 -0.49
C -2.181826 3.524282 -2.814061 0.39 -0.07 -0.54
C -0.920433 4.406189 -2.785509 -1.76 0.20 0.17
C -0.872583 5.261533 -4.064736 -0.24 0.19 -0.55
C -1.190267 5.410365 -6.609653 1.17 1.82 1.04
H 1.653081 1.516833 -8.023130 -0.18 0.07 -0.07
H 0.523120 1.144772 -6.697671 -0.29 0.13 -0.27
H 2.083182 1.819170 -6.353038 0.18 0.08 -0.09
H -0.253932 3.163188 -7.671927 -0.08 0.65 -0.09
H 1.377340 3.985507 -7.630325 -0.24 0.05 -0.21
H 1.202476 4.562569 -5.387474 -0.18 0.20 0.02
H 0.565721 3.034852 -4.929112 -0.24 -0.12 -0.16
H -2.169975 3.037183 -6.302637 0.13 -0.68 0.36
H -2.998100 4.242656 -5.382195 -0.05 0.07 0.30
H -1.299626 2.045870 -4.036081 -0.18 -0.18 -0.39
H -3.073380 2.124065 -4.042105 0.28 -0.50 -0.67
H -2.275511 2.868944 -1.948057 0.31 0.14 0.13
H -3.125540 4.077067 -2.816522 0.22 0.56 0.14
H -0.030445 3.826295 -2.550310 0.17 0.20 -0.26
H -1.176535 5.045753 -1.939142 0.95 0.56 -0.09
H -0.030382 5.949921 -4.122232 0.26 -0.30 0.12
H -1.781555 5.861939 -4.135885 -0.09 0.00 0.33
H -0.264521 5.678948 -7.119174 0.21 -0.80 -0.01
H -1.409233 6.411442 -6.230268 -0.74 -0.23 0.35
H -1.923897 5.148711 -7.366100 -0.10 -0.75 0.51
C -4.109876 -2.010511 2.660290 0.71 0.07 0.09
C -4.941339 -0.775990 3.137117 0.00 -1.65 -0.90
C -4.704383 -0.670959 4.622178 0.38 0.74 -0.04
N -5.435756 0.408216 5.379676 -1.89 2.62 1.27
C -6.980588 0.464370 5.233959 1.22 -0.48 -0.68
C -7.671992 -0.771228 5.821394 0.03 0.83 0.61
C -7.350238 -0.941559 7.322894 1.57 1.80 -0.46
C -5.826812 -0.779940 7.578625 1.26 -0.91 -0.65
C -5.159038 0.404158 6.883604 -0.69 0.24 -0.79
C -4.920755 1.806042 4.932087 0.58 -1.76 -0.89
H -4.113693 -2.109371 1.575969 -0.05 0.04 0.04
H -4.281814 -3.013268 3.057681 -0.97 0.19 0.17
H -3.067932 -1.887726 2.972873 0.15 0.44 -0.29
H -5.993849 -0.968041 2.917915 -0.08 0.02 0.11
H -4.623798 0.012359 2.454932 0.05 0.59 0.69
H -3.664745 -0.396737 4.811711 0.13 -0.34 -0.03
H -4.884565 -1.659190 5.042076 -0.26 0.23 0.35
H -7.205233 0.723108 4.197296 0.18 -1.02 -0.34
H -7.323230 1.415961 5.646944 0.29 -0.26 1.01
H -7.467375 -1.735408 5.358733 -0.06 0.34 -0.72
H -8.709294 -0.451055 5.709450 -0.30 -0.84 -0.01
H -7.671720 -1.904489 7.708078 -0.36 0.29 0.22
H -7.728555 -0.038739 7.808001 -0.84 -0.52 0.49
H -5.286812 -1.654457 7.203562 -0.15 -0.25 0.06
H -5.540833 -0.750869 8.630404 -0.40 0.13 0.12
H -4.079686 0.555290 6.927054 0.11 -0.79 0.53
H -5.555389 1.359345 7.231205 -0.28 -0.10 0.06
H -3.849728 1.614529 4.900619 0.05 0.50 -0.69
H -5.048001 2.663890 5.588357 -0.76 -0.49 0.39
H -5.376156 1.962435 3.958190 0.63 0.39 -0.16
C 3.937058 0.902628 -0.824343 1.13 -0.74 0.95
C 2.460949 0.907533 -1.050952 -1.07 -0.60 0.61
C 1.876848 -0.403242 -1.591465 0.16 0.08 -1.49
N 0.595072 -0.234506 -2.394929 -1.26 0.93 1.04
C -0.443520 0.543950 -1.589005 -0.52 0.14 0.67
C -0.983474 -0.170170 -0.375116 0.12 -0.90 0.71
C -1.489618 -1.567940 -0.696535 0.00 -0.68 -1.50
C -0.555425 -2.428113 -1.589727 1.45 1.44 1.19
C 0.021376 -1.611723 -2.760994 0.15 -0.31 -0.27
C 0.780574 0.550852 -3.661993 0.40 -1.03 -0.46
H 4.570295 0.904712 -1.710806 -0.29 0.42 -0.18
H 4.282165 0.045796 -0.236820 -0.32 -0.30 -0.07
H 4.184782 1.716188 -0.138702 0.19 0.37 -0.42
H 2.234318 1.817713 -1.607918 -0.38 -0.24 -0.25
H 1.959960 0.924524 -0.078335 0.19 0.87 0.20
H 1.627991 -1.115064 -0.806293 0.14 0.19 0.17
H 2.568628 -0.909737 -2.269466 -0.03 -0.05 -0.14
H -0.068485 1.487571 -1.191929 0.54 0.09 -0.71
H -1.288924 0.770683 -2.238135 0.20 -0.21 -0.34
H -0.273118 -0.184233 0.460115 0.56 -0.29 -0.26
H -1.781256 0.409365 0.096120 -0.23 0.29 -0.58
H -1.763641 -2.115264 0.202985 -0.27 -0.06 -0.16
H -2.300869 -1.487533 -1.427034 -0.83 0.36 0.75
H 0.319090 -2.710550 -0.994049 -0.03 -0.35 0.12
H -1.018953 -3.353642 -1.927418 -0.17 0.19 -0.21
H 0.876029 -2.166526 -3.154052 -0.02 0.12 -0.39
H -0.689311 -1.406752 -3.562836 -0.19 -0.10 0.11
H -0.146355 0.607083 -4.233127 -0.23 -0.32 0.34
H 1.444076 -0.065579 -4.271184 0.38 0.40 -0.10
H 1.127004 1.565987 -3.479666 0.39 -0.23 0.26
C 0.434719 -6.922107 -0.808754 0.03 -0.44 0.15
C 1.630877 -6.131404 -0.289009 0.24 0.39 -0.24
C 2.980164 -6.573553 -0.952894 -1.39 -0.42 1.79
N 4.196189 -5.796629 -0.469752 0.66 1.65 -1.71
C 4.238089 -4.457626 -1.241270 0.24 0.70 -0.05
C 5.540154 -3.665823 -1.089378 0.40 0.15 0.66
C 6.743222 -4.500578 -1.511530 0.11 -0.57 0.10
C 6.742225 -5.823256 -0.689354 -0.45 0.68 -0.13
C 5.444840 -6.599419 -0.871847 -0.87 0.64 0.22
C 4.183321 -5.422309 1.017637 -0.39 -1.60 -1.75
H 0.738931 -7.947842 -1.028864 -0.24 -0.07 -0.23
H -0.024332 -6.438238 -1.669816 0.17 -0.25 -0.21
H -0.366586 -6.977972 -0.071391 0.06 0.05 0.08
H 1.691298 -6.182195 0.797673 0.08 -0.23 -0.03
H 1.355187 -5.099712 -0.517338 0.67 0.24 0.05
H 2.799893 -6.658650 -2.024518 0.82 0.88 -0.21
H 3.203839 -7.603377 -0.662557 -0.21 -0.07 0.29
H 4.099016 -4.602199 -2.313601 -0.36 -0.40 0.06
H 3.425619 -3.848074 -0.848595 -0.21 -0.19 -0.12
H 5.501348 -2.754366 -1.687099 -0.44 -0.23 -0.35
H 5.653442 -3.255629 -0.081905 0.03 -0.31 0.21
H 6.648798 -4.606860 -2.595015 0.06 -0.65 -0.02
H 7.710215 -4.016313 -1.373263 -0.16 0.29 0.23
H 7.590808 -6.490895 -0.836332 -0.02 0.05 -0.44
H 6.826600 -5.510520 0.353471 0.05 -0.13 0.10
H 5.237125 -6.801299 -1.922703 0.32 -0.29 -0.03
H 5.393516 -7.513958 -0.281591 0.14 -0.07 -0.09
H 3.259364 -4.870567 1.167689 0.36 0.35 0.43
H 5.111110 -4.888840 1.181627 -0.36 0.13 0.44
H 4.156353 -6.412461 1.472307 0.06 0.29 0.69
O -3.379026 -1.411171 -6.725431 0.06 0.13 -0.29
C -2.853361 -0.371957 -6.002337 2.26 1.35 1.51
O -2.138666 0.513030 -6.543101 -1.05 -0.50 -0.86
O -2.997965 -0.454882 -4.752181 -0.55 -0.40 0.13
H -3.542101 -2.029013 -6.000216 -0.36 -0.16 -0.19
O -3.367093 -4.335033 -0.091360 0.40 0.60 -0.35
C -3.222460 -5.633192 -0.551921 -1.88 -3.16 0.11
O -3.418954 -6.574405 0.249453 0.81 0.97 0.65
O -3.123448 -5.759719 -1.788198 0.88 0.94 -0.50
H -3.352870 -3.957632 -0.986690 -0.05 0.76 0.28
O -4.290938 4.749405 0.862766 0.16 -0.65 0.85
C -3.532184 3.676124 1.279121 1.91 -1.40 0.30
O -3.767180 3.404050 2.505798 -0.46 -0.23 0.68
O -2.680813 3.103230 0.593191 -0.50 0.54 -0.65
H -4.606017 4.747604 1.803413 -0.98 1.37 -0.72
O 4.630977 -1.881917 -5.374230 -0.05 0.33 0.28
C 3.355702 -2.353928 -5.085124 -1.68 -0.63 -1.55
O 3.266511 -2.821704 -3.924549 -0.01 -0.14 1.51
O 2.475819 -2.317831 -5.960214 1.00 0.38 0.51
H 4.924174 -1.914024 -4.452789 0.80 0.12 -0.24
O 2.791955 -0.620277 1.986553 1.77 2.37 0.92
C 3.048888 -1.905164 2.200170 1.70 -4.22 4.92
O 3.761223 -2.404865 3.099791 -0.13 1.14 -1.58
O 2.167412 -2.536718 1.479627 0.69 -1.67 -0.68
H 2.220638 -1.271300 1.438379 -4.06 2.41 -3.62
O 3.283208 4.643478 -0.940272 -0.80 -0.93 -0.39
C 2.846454 4.700346 -2.286083 1.16 1.73 -2.41
O 3.412238 3.883315 -3.058944 -0.55 -0.98 0.99
O 2.147342 5.653999 -2.658143 -0.72 -0.09 1.09
H 3.612812 3.735708 -1.039839 0.58 0.12 0.68
```
Forces are in eV/Å.

Calculated values
- charge = -1
- molar mass (g mol⁻¹) = 1077.4
- HOMO (eV) = -4.510
- LUMO level (eV) = 0.519
- orbital gap (eV) = 5.0292
- F_max (eV/A) = 6.70

Here are the Löwdin charges for atoms 1 to 99, given in e: -0.0940 -0.2255 -0.1038 -0.2221 -0.0581 -0.1739 -0.2326 -0.1493 -0.0827 0.0155 0.0703 0.0786 0.0764 0.1061 0.1091 0.1200 0.1438 0.1408 0.1208 0.1193 0.1134 0.1292 0.1062 0.1209 0.1056 0.1341 0.1281 0.0985 0.0995 0.0931 -0.0786 -0.1905 -0.0802 -0.2165 -0.0867 -0.1782 -0.2005 -0.1311 -0.0827 -0.0053 0.0731 0.0633 0.0732 0.1008 0.1000 0.1315 0.0956 0.1132 0.1312 0.0695 0.1248 0.0894 0.1225 0.1029 0.1247 0.1181 0.1221 0.0930 0.0929 0.1051 -0.0778 -0.1948 -0.1400 -0.2406 -0.1009 -0.1475 -0.1571 -0.1625 -0.1184 0.0255 0.0737 0.0853 0.0753 0.1115 0.1208 0.1286 0.1308 0.1296 0.1356 0.1216 0.1203 0.1172 0.1136 0.1074 0.1188 0.1349 0.1243 0.0761 0.1123 0.0955 -0.0920 -0.2218 -0.0835 -0.2099 -0.1061 -0.1661 -0.1669 -0.1293 -0.0607